Entry 1:
Computed, not measured: a cluster of 16 separate species, C60H91F8IN16O3 in total at a distorted geometry, with ωB97M-V/def2-TZVPD.

Last column: Löwdin charge in e.
Cartesian coordinates (Å):
C 2.119 -2.728 0.565  -0.10
C 2.327 -1.661 -0.531  -0.18
C 2.501 -0.231 0.027  -0.27
N 1.421 0.044 0.974  0.02
C 1.400 1.407 1.517  -0.20
C 0.135 1.588 2.365  -0.20
C -1.024 1.980 1.697  -0.04
C -2.193 2.143 2.435  -0.07
C -2.201 1.920 3.808  -0.06
C -1.034 1.539 4.470  -0.26
C -1.030 1.300 5.981  -0.06
C 0.145 1.356 3.738  -0.03
C 2.497 0.727 -1.205  -0.32
C 3.634 0.439 -2.186  -0.11
C 5.017 0.782 -1.595  -0.18
O 5.903 -0.328 -1.798  -0.13
C 6.735 -0.521 -0.673  -0.10
C 7.651 -1.722 -0.939  -0.40
F 7.872 -1.830 -2.268  0.13
F 8.851 -1.453 -0.354  0.12
C 7.072 -3.044 -0.378  -0.36
F 5.906 -3.265 -1.017  0.16
F 6.795 -2.868 0.934  0.15
C 8.007 -4.271 -0.496  -0.38
F 9.090 -4.087 0.290  0.15
F 8.443 -4.436 -1.764  0.15
C 7.389 -5.616 -0.065  -0.30
F 6.324 -5.957 -0.821  0.10
F 7.053 -5.617 1.242  0.10
O 1.267 0.641 -1.931  -0.15
C 0.596 1.820 -2.081  -0.65
I 1.660 3.295 -3.345  0.85
C -0.775 1.545 -2.766  -0.23
C -0.949 0.098 -3.231  -0.19
C -1.420 -0.803 -2.066  -0.20
C -2.949 -0.678 -1.892  -0.19
C -3.396 -0.598 -0.424  -0.20
C -3.082 -1.939 0.274  -0.20
C -4.225 -2.955 -0.016  -0.19
C -3.622 -4.383 -0.100  -0.17
C -3.138 -4.589 -1.518  -0.24
O -2.691 -5.929 -1.726  -0.21
C -1.800 -5.930 -2.837  -0.13
H 2.028 -3.733 0.149  0.06
H 2.884 -2.677 1.349  0.08
H 1.177 -2.517 1.085  0.01
H 3.212 -1.966 -1.093  0.09
H 1.431 -1.678 -1.159  0.11
H 3.503 -0.190 0.493  0.14
H 1.504 -0.552 1.789  0.07
H 2.272 1.644 2.144  0.10
H 1.322 2.166 0.751  0.06
H -0.982 2.136 0.625  0.10
H -3.093 2.429 1.897  0.10
H -3.134 2.064 4.343  0.05
H -1.673 2.020 6.487  0.06
H 0.000 1.303 6.341  0.06
H -1.418 0.297 6.193  0.06
H 1.055 1.047 4.247  0.11
H 2.684 1.762 -0.892  0.06
H 3.532 1.060 -3.077  0.06
H 3.619 -0.586 -2.560  0.12
H 5.439 1.617 -2.159  0.10
H 4.901 1.053 -0.542  0.11
H 6.132 -0.629 0.235  0.14
H 7.368 0.370 -0.556  0.14
H 8.160 -6.384 -0.201  0.17
H 0.371 2.338 -1.148  0.07
H -0.898 2.217 -3.613  0.05
H -1.557 1.800 -2.043  0.11
H -1.771 0.122 -3.956  0.10
H -0.078 -0.297 -3.755  0.11
H -0.952 -0.427 -1.147  0.10
H -1.088 -1.834 -2.206  0.09
H -3.397 -1.565 -2.355  0.10
H -3.290 0.233 -2.396  0.09
H -4.482 -0.480 -0.439  0.04
H -2.940 0.232 0.122  0.10
H -3.000 -1.749 1.347  0.08
H -2.145 -2.370 -0.086  0.10
H -4.641 -2.664 -0.984  0.09
H -5.009 -2.864 0.738  0.11
H -2.808 -4.427 0.627  0.10
H -4.411 -5.102 0.141  0.12
H -2.287 -3.922 -1.717  0.11
H -3.918 -4.332 -2.246  0.13
H -0.774 -5.694 -2.525  0.09
H -1.810 -6.909 -3.317  0.05
H -2.144 -5.210 -3.591  0.02
C -0.788 6.492 -3.240  -0.14
C -1.817 5.568 -2.770  -0.27
N -2.623 4.836 -2.400  0.12
H 0.162 5.996 -3.317  -0.03
H -1.044 6.874 -4.233  0.09
H -0.710 7.334 -2.586  0.04
C 2.797 8.100 -0.196  -0.05
C 1.910 7.637 -1.250  -0.19
N 1.195 7.271 -2.071  0.14
H 3.371 8.967 -0.522  0.09
H 2.234 8.384 0.691  0.09
H 3.500 7.320 0.091  0.06
C 5.145 4.760 -0.576  -0.07
C 4.090 3.913 -0.050  -0.22
N 3.258 3.230 0.353  0.19
H 6.084 4.211 -0.649  0.04
H 4.896 5.117 -1.576  0.08
H 5.317 5.631 0.057  0.07
C -2.694 -8.802 -0.686  -0.09
C -3.621 -9.765 -0.111  -0.28
N -4.353 -10.526 0.343  0.11
H -1.727 -9.259 -0.887  0.06
H -3.069 -8.401 -1.624  0.07
H -2.531 -7.960 -0.016  0.08
C -2.161 -3.386 3.463  -0.05
C -1.042 -2.576 3.022  -0.23
N -0.176 -1.908 2.672  0.18
H -1.855 -4.408 3.683  0.09
H -2.593 -2.970 4.374  0.06
H -2.948 -3.429 2.713  0.06
C -3.393 -0.984 8.491  -0.07
C -3.614 -2.097 7.589  -0.28
N -3.789 -2.984 6.880  0.13
H -4.287 -0.760 9.072  0.08
H -2.602 -1.203 9.207  0.08
H -3.122 -0.075 7.954  0.06
C 2.451 3.798 6.194  -0.06
C 1.926 4.339 4.952  -0.28
N 1.523 4.792 3.976  0.14
H 2.823 4.593 6.836  0.04
H 1.684 3.255 6.747  0.07
H 3.274 3.109 6.008  0.09
C 2.205 -7.851 -2.544  -0.06
C 0.872 -8.342 -2.858  -0.26
N -0.183 -8.724 -3.105  0.15
H 2.882 -8.674 -2.317  0.08
H 2.624 -7.295 -3.382  0.08
H 2.184 -7.187 -1.681  0.08
C -5.990 1.718 -3.188  -0.08
C -6.124 1.112 -1.874  -0.24
N -6.230 0.632 -0.835  0.15
H -5.007 2.160 -3.315  0.03
H -6.125 0.980 -3.978  0.09
H -6.730 2.505 -3.334  0.08
C 2.566 7.962 5.564  -0.07
C 3.342 7.245 6.565  -0.28
N 3.952 6.678 7.357  0.13
H 1.625 8.317 5.982  0.09
H 3.116 8.826 5.192  0.08
H 2.333 7.316 4.717  0.06
C 8.180 1.522 -4.264  -0.05
C 7.863 2.390 -3.142  -0.26
N 7.612 3.060 -2.244  0.16
H 7.583 1.780 -5.138  0.09
H 9.230 1.605 -4.538  0.09
H 7.977 0.480 -4.015  0.08
C -5.477 4.196 -6.622  -0.06
C -4.615 3.377 -5.784  -0.25
N -3.934 2.730 -5.123  0.16
H -6.406 4.439 -6.108  0.08
H -4.988 5.132 -6.887  0.08
H -5.731 3.677 -7.545  0.08
C -1.764 -4.791 -6.999  -0.06
C -2.043 -4.052 -5.778  -0.25
N -2.262 -3.477 -4.808  0.16
H -2.458 -4.514 -7.791  0.08
H -0.754 -4.592 -7.354  0.08
H -1.855 -5.864 -6.834  0.09
C -8.602 2.289 1.144  -0.07
C -8.354 3.474 1.949  -0.28
N -8.158 4.404 2.595  0.13
H -8.826 1.427 1.771  0.08
H -9.448 2.434 0.474  0.08
H -7.736 2.034 0.533  0.04
C -6.872 2.255 5.032  -0.06
C -5.551 2.034 5.598  -0.24
N -4.503 1.859 6.035  0.15
H -7.551 2.670 5.775  0.09
H -6.828 2.952 4.195  0.05
H -7.301 1.321 4.670  0.08

Calculated values
ΔE to the lowest compared entry with this formula, charge and spin ... 0.000 eV
Charge ... 0
E_LUMO ... 0.3 eV



Entry 2:
Computed, not measured: a cluster of 29 separate species, H58O29 in total at a distorted geometry, with ωB97M-V/def2-TZVPD.

Last column: Löwdin charge in e.
Cartesian coordinates (Å):
O -4.789 -0.619 2.277  -0.04
H -4.331 0.178 2.543  0.03
H -5.286 -0.882 3.052  0.06
O -2.079 -1.369 1.050  -0.05
H -2.832 -1.189 1.614  0.01
H -2.231 -2.256 0.723  -0.01
O -2.744 0.460 4.323  -0.04
H -1.833 0.256 4.113  0.04
H -2.762 1.412 4.417  0.00
O -4.674 -3.441 1.626  -0.02
H -5.509 -3.701 2.014  0.07
H -4.660 -2.487 1.705  0.01
O 2.424 -2.919 3.416  -0.03
H 2.782 -3.437 2.694  0.04
H 3.169 -2.413 3.740  0.04
O 0.728 5.173 -0.782  -0.04
H 0.887 5.589 0.066  0.04
H 1.586 4.848 -1.053  0.01
O 5.255 -2.453 1.566  -0.05
H 4.624 -2.376 0.850  -0.01
H 6.107 -2.503 1.131  0.04
O -3.202 1.987 -0.088  -0.04
H -2.584 2.402 0.514  -0.01
H -4.055 2.342 0.161  0.05
O 2.847 -0.106 0.224  -0.03
H 3.097 -0.755 0.881  0.01
H 3.671 0.141 -0.196  -0.01
O -0.089 0.880 0.629  -0.04
H 0.760 0.455 0.509  0.00
H -0.725 0.167 0.574  0.00
O -2.892 3.345 3.706  -0.02
H -3.466 3.259 2.945  0.05
H -3.322 3.998 4.258  0.07
O -1.194 3.333 1.323  -0.06
H -1.110 2.889 2.167  0.04
H -0.437 3.034 0.819  0.04
O -4.294 -1.050 -3.670  -0.04
H -4.228 -0.477 -2.906  0.02
H -5.084 -0.754 -4.124  0.05
O -0.428 -2.316 -1.717  -0.03
H -0.554 -2.401 -0.772  0.03
H -0.358 -1.373 -1.866  0.01
O 0.372 0.072 -2.333  -0.03
H 0.972 0.662 -1.876  0.06
H -0.298 0.648 -2.699  0.05
O 2.451 3.968 -2.913  -0.05
H 3.292 4.401 -3.057  0.04
H 2.679 3.058 -2.722  -0.01
O 4.564 -3.023 -1.203  -0.04
H 3.619 -3.170 -1.229  0.00
H 4.945 -3.900 -1.250  0.08
O -2.281 -3.928 1.026  -0.04
H -3.104 -3.811 1.502  -0.02
H -1.641 -4.147 1.703  0.06
O 1.242 -0.753 -4.829  -0.04
H 1.148 -1.617 -5.232  0.05
H 0.860 -0.852 -3.957  -0.01
O 5.464 -0.330 -0.529  -0.03
H 6.088 -0.610 0.140  0.05
H 5.230 -1.135 -0.990  0.01
O -2.388 1.102 -2.540  -0.04
H -3.029 1.688 -2.944  0.05
H -2.526 1.209 -1.599  -0.01
O 1.869 -3.753 -1.656  -0.04
H 1.064 -3.251 -1.783  0.00
H 1.805 -4.088 -0.762  0.04
O -1.270 5.995 2.792  -0.06
H -1.905 5.406 3.199  -0.01
H -1.067 5.585 1.951  -0.02
O 3.257 -1.154 -2.858  -0.03
H 3.466 -1.963 -2.391  -0.01
H 2.687 -1.432 -3.576  0.02
O -2.149 5.745 -0.268  -0.05
H -1.525 5.407 -0.910  0.01
H -2.709 4.996 -0.060  0.01
O -2.622 -3.335 -3.242  -0.07
H -1.741 -3.275 -2.872  -0.02
H -2.950 -2.436 -3.227  -0.02
O 1.904 0.331 3.787  -0.04
H 1.273 -0.260 3.375  0.01
H 2.758 0.009 3.497  0.02
O 0.686 -2.438 1.175  -0.03
H -0.242 -2.385 1.403  0.00
H 1.144 -2.345 2.011  -0.01
O 4.028 1.638 -2.470  -0.04
H 4.454 1.914 -1.658  0.04
H 3.941 0.688 -2.384  -0.01

Calculated values
ΔE to the lowest compared entry with this formula, charge and spin ... 3.527 eV
Charge ... 0
E_LUMO ... -0.6 eV



Entry 3:
Computed, not measured: the molecule C4H8N2O at a distorted geometry, with ωB97M-V/def2-TZVPD.

Last column: natural (NBO) charge in e.
Cartesian coordinates (Å):
N 1.811 0.046 -1.402  -0.83
C 1.701 -0.641 -0.235  0.66
O 2.490 -1.483 0.146  -0.62
C 0.501 -0.277 0.611  -0.32
N -0.446 0.522 -0.085  -0.43
C -1.690 0.755 0.629  -0.29
C -1.649 -0.011 -0.644  -0.25
H 2.608 -0.125 -1.993  0.40
H 1.150 0.772 -1.631  0.41
H 0.042 -1.189 1.007  0.19
H 0.868 0.303 1.475  0.22
H -1.948 0.173 1.536  0.20
H -1.572 1.803 0.628  0.23
H -1.717 -1.093 -0.555  0.20
H -2.037 0.417 -1.562  0.21

Calculated values
Structure (SMILES) ... NC(=O)CN1CC1
ΔE to the lowest compared entry with this formula, charge and spin ... 2.272 eV
Charge ... 0
E_LUMO ... 1.0 eV



Entry 4:
Computed, not measured: a cluster of 2 separate species, CH4IN4 in total at a distorted geometry, with ωB97M-V/def2-TZVPD.

Last column: natural (NBO) charge in e.
Cartesian coordinates (Å):
C -0.945 0.850 0.121  0.01
N 1.132 0.231 -0.004  0.10
N 1.397 -0.877 0.048  0.17
N 1.196 -2.126 0.073  -0.54
N -0.841 2.114 0.004  -0.71
I -2.692 -0.193 0.145  0.28
H 1.912 -2.805 -0.110  0.44
H 0.279 -2.367 -0.231  0.41
H 0.080 2.437 0.237  0.42
H -1.518 2.735 -0.282  0.41

Calculated values
ΔE to the lowest compared entry with this formula, charge and spin ... 1.722 eV
Charge ... +1
E_LUMO (alpha / beta) ... -4.4 / -4.4 eV



Entry 5:
Computed, not measured: a structure of composition C6H5BiN2O5S at a distorted geometry, with ωB97M-V/def2-TZVPD.

Last column: natural (NBO) charge in e.
Cartesian coordinates (Å):
O 1.053 1.422 -4.830  -0.33
C 0.955 1.021 -3.763  0.48
Bi 0.021 0.663 -1.343  0.96
O -1.761 2.578 -3.798  -0.32
C -1.438 1.907 -2.918  0.47
C -1.829 0.077 -0.038  0.50
O -2.730 0.041 0.676  -0.30
C 1.619 -1.464 -0.618  0.25
O 1.780 -2.347 0.171  -0.40
C -0.721 -1.629 -2.672  0.46
O -1.185 -2.578 -3.097  -0.35
H 2.508 -1.269 -1.321  0.19
N 0.195 -0.974 2.878  -0.74
C 0.442 0.299 2.586  0.34
N -0.174 1.207 3.355  -0.75
S 1.512 0.771 1.319  -0.21
H -0.402 -1.137 3.681  0.42
H 0.645 -1.702 2.331  0.45
H 0.110 2.155 3.153  0.44
H -0.602 0.957 4.250  0.43

Calculated values
Charge ... +2
E_LUMO (alpha / beta) ... -9.3 / -9.4 eV



Entry 6:
Computed, not measured: the molecule C4H7FN2O4 at a distorted geometry, with ωB97M-V/def2-TZVPD.

Last column: natural (NBO) charge in e.
Cartesian coordinates (Å):
C 1.868 1.351 -0.108  -0.64
C 1.132 0.070 0.305  0.07
O 1.882 -1.017 -0.073  -0.70
C -0.319 0.076 -0.142  0.30
F -0.368 0.049 -1.510  -0.33
C -1.072 -1.428 0.191  0.69
N -2.060 -1.402 -0.633  -0.80
O -0.691 -2.202 0.991  -0.58
N -1.165 1.099 0.377  0.49
O -0.857 1.641 1.406  -0.32
O -2.191 1.305 -0.284  -0.40
H 1.541 2.249 0.308  0.23
H 2.802 1.334 0.340  0.23
H 2.070 1.371 -1.151  0.22
H 1.015 0.049 1.453  0.18
H 1.440 -1.911 0.254  0.50
H -2.404 -0.453 -0.896  0.44
H -2.620 -2.181 -0.828  0.41

Calculated values
Structure (SMILES) ... C[C@H](O)[C@@](F)(C(N)=O)[N+](=O)[O-]
ΔE to the lowest compared entry with this formula, charge and spin ... 0.286 eV
Charge ... 0
E_LUMO ... -0.8 eV



Entry 7:
Computed, not measured: a structure of composition C29H29CeN5O5, with ωB97M-V/def2-TZVPD.

Last column: natural (NBO) charge in e.
Cartesian coordinates (Å):
Ce -1.201 1.095 -0.318  1.64
C 1.701 -2.245 -0.335  -0.41
C 0.483 -3.073 -0.756  -0.38
C -0.821 -2.301 -1.006  -0.22
N -1.097 -1.364 0.076  -0.58
C -1.776 -1.759 1.111  0.29
C -2.553 -2.964 1.179  -0.30
C -2.864 -3.765 2.248  -0.16
C -2.484 -3.646 3.590  -0.35
C -1.878 -2.531 4.137  -0.14
C -1.633 -1.283 3.576  -0.38
C -1.856 -0.794 2.259  0.28
N -2.003 0.473 1.945  -0.62
C -2.171 1.432 3.027  -0.22
C -0.865 2.099 3.465  -0.41
C -0.228 2.976 2.383  -0.22
N 0.327 2.224 1.269  -0.58
C 1.604 1.963 1.244  0.26
C 2.462 2.125 2.378  -0.35
C 3.834 2.228 2.488  -0.14
C 4.814 2.228 1.503  -0.34
C 4.582 1.971 0.159  -0.13
C 3.431 1.558 -0.486  -0.37
C 2.105 1.337 -0.025  0.35
N 1.204 0.669 -0.706  -0.64
C 1.610 -0.138 -1.849  -0.22
C 2.368 -1.409 -1.433  -0.40
H 2.449 -2.932 0.067  0.20
H 1.416 -1.587 0.488  0.23
H 0.282 -3.809 0.029  0.21
H 0.717 -3.638 -1.666  0.19
H -1.626 -3.018 -1.162  0.20
H -0.741 -1.743 -1.939  0.20
H -2.923 -3.297 0.217  0.22
H -3.447 -4.648 1.999  0.20
H -2.698 -4.478 4.249  0.20
H -1.604 -2.612 5.185  0.20
H -1.236 -0.547 4.264  0.20
H -2.642 0.955 3.890  0.20
H -2.853 2.215 2.676  0.19
H -0.148 1.330 3.765  0.20
H -1.071 2.720 4.343  0.20
H 0.532 3.617 2.834  0.20
H -1.000 3.641 1.977  0.20
H 1.934 2.195 3.319  0.20
H 4.193 2.366 3.504  0.20
H 5.833 2.430 1.806  0.20
H 5.450 2.057 -0.487  0.20
H 3.562 1.354 -1.541  0.20
H 2.211 0.426 -2.567  0.19
H 0.706 -0.427 -2.392  0.20
H 3.359 -1.112 -1.081  0.21
H 2.519 -2.023 -2.328  0.19
O -0.500 -0.249 -6.385  -0.66
C -0.848 0.253 -5.172  0.35
C -0.255 1.406 -4.659  -0.31
C -0.658 1.833 -3.414  0.16
N -1.577 1.163 -2.726  -0.52
C -2.179 0.082 -3.222  0.14
C -1.836 -0.422 -4.456  -0.29
C -3.265 -0.488 -2.288  0.77
O -3.965 -1.402 -2.708  -0.67
O -3.300 0.104 -1.157  -0.75
C -0.165 3.106 -2.703  0.76
O 0.530 3.883 -3.347  -0.67
O -0.595 3.202 -1.505  -0.74
H 0.184 0.313 -6.770  0.48
H 0.490 1.974 -5.205  0.24
H -2.330 -1.299 -4.853  0.25

Calculated values
2S+1 ... 2
ΔE to the lowest compared entry with this formula, charge and spin ... 0.000 eV
Charge ... -1
E_LUMO (alpha / beta) ... 2.4 / 2.4 eV



Entry 8:
Computed, not measured: a structure of composition C20H11CoN3O5, with ωB97M-V/def2-TZVPD.

Last column: natural (NBO) charge in e.
Cartesian coordinates (Å):
Co -0.002 -0.483 -0.671  1.11
C 4.197 -0.922 -0.606  -0.23
C 4.600 0.398 -0.599  -0.14
C 3.643 1.405 -0.660  -0.21
C 2.315 1.045 -0.729  0.16
N 1.929 -0.247 -0.747  -0.44
C 2.839 -1.210 -0.682  0.09
C 1.172 2.002 -0.751  0.28
C 1.212 3.383 -0.646  -0.24
C 0.006 4.070 -0.607  -0.14
C -1.203 3.387 -0.646  -0.24
C -1.168 2.007 -0.750  0.28
N 0.001 1.377 -0.828  -0.46
C -2.314 1.053 -0.728  0.15
C -3.641 1.419 -0.659  -0.21
C -4.602 0.416 -0.598  -0.14
C -4.203 -0.906 -0.604  -0.23
C -2.847 -1.200 -0.680  0.09
N -1.933 -0.240 -0.746  -0.44
H 4.911 -1.730 -0.549  0.24
H 5.651 0.651 -0.540  0.23
H 3.928 2.447 -0.645  0.22
H 2.447 -2.220 -0.686  0.25
H 2.152 3.910 -0.579  0.23
H 0.008 5.149 -0.522  0.23
H -2.141 3.918 -0.578  0.23
H -3.922 2.462 -0.645  0.22
H -5.651 0.672 -0.538  0.23
H -4.921 -1.712 -0.546  0.24
H -2.459 -2.211 -0.683  0.25
O 0.000 -4.546 3.745  -0.49
C 0.000 -3.713 2.880  0.39
C -0.001 -3.964 1.375  0.36
O -0.003 -5.049 0.825  -0.56
C -0.003 -2.644 0.777  0.15
C 0.000 -1.620 1.727  0.30
O 0.000 -0.378 1.402  -0.80
C 0.003 -2.197 3.084  0.36
O 0.005 -1.618 4.146  -0.53
O -0.006 -2.361 -0.512  -0.77

Calculated values
2S+1 ... 2
Charge ... 0
E_LUMO (alpha / beta) ... -1.2 / -1.3 eV